No. 1
{
  "formula": "H22O11",
  "method": "ωB97M-V/def2-TZVPD",
  "species": ["O", "O", "O", "O", "O", "O", "O", "O", "O", "O", "O", "H", "H", "H", "H", "H", "H", "H", "H", "H", "H", "H", "H", "H", "H", "H", "H", "H", "H", "H", "H", "H", "H"],
  "coordinates": [[3.270, -3.297, 2.485], [-1.482, -1.272, -0.151], [-0.262, -2.109, -3.352], [2.948, 0.067, -0.676], [-2.559, -1.259, -3.635], [-2.850, 1.390, -0.469], [-2.590, 1.487, 3.591], [-0.258, 0.113, -0.158], [-1.051, 4.608, 0.772], [0.965, 2.332, 2.418], [3.188, -2.332, -1.304], [1.746, 2.509, 2.954], [-1.084, -2.068, -2.850], [-2.309, -1.659, -0.461], [1.121, 1.451, 2.060], [2.796, -1.635, -1.842], [3.605, -0.420, -0.166], [4.142, -3.685, 2.352], [3.247, 0.982, -0.630], [3.509, -2.973, -1.947], [-0.076, -0.157, 0.750], [-2.678, -0.390, -3.235], [-0.834, -1.544, -0.810], [-0.739, 5.489, 1.007], [-1.911, 1.592, -0.553], [-3.213, 2.154, -0.006], [-3.307, 2.125, 3.678], [3.149, -2.727, 1.717], [-3.455, -1.604, -3.717], [0.426, -2.027, -2.681], [-2.993, 0.647, 3.838], [-1.066, 4.133, 1.610], [0.603, 0.078, -0.590]],
  "nbo_charge": [-0.9369, -0.9187, -0.9377, -0.9669, -0.9480, -0.9572, -0.9334, -0.9282, -0.9444, -0.9339, -0.9635, 0.4647, 0.4832, 0.4465, 0.4685, 0.4867, 0.4886, 0.4667, 0.4816, 0.4758, 0.4749, 0.4872, 0.4582, 0.4648, 0.4899, 0.4654, 0.4644, 0.4704, 0.4737, 0.4431, 0.4694, 0.4795, 0.4658],
  "e_homo_ev": -9.03,
  "smiles": "O.O.O.O.O.O.O.O.O.O.O",
  "orbital_gap_ha": 0.333,
  "relative_energy_kj_mol": 449.2,
  "multiplicity": 1
}

***

No. 2
{
  "formula": "C26H48N5O16P2SSi2TeW",
  "method": "ωB97M-V/def2-TZVPD",
  "species": ["W", "Te", "S", "P", "P", "Si", "Si", "O", "O", "O", "O", "O", "O", "O", "O", "O", "O", "O", "O", "O", "O", "O", "O", "N", "N", "N", "N", "N", "C", "C", "C", "C", "C", "C", "C", "C", "C", "C", "C", "C", "C", "C", "C", "C", "C", "C", "C", "C", "C", "C", "C", "C", "C", "C", "H", "H", "H", "H", "H", "H", "H", "H", "H", "H", "H", "H", "H", "H", "H", "H", "H", "H", "H", "H", "H", "H", "H", "H", "H", "H", "H", "H", "H", "H", "H", "H", "H", "H", "H", "H", "H", "H", "H", "H", "H", "H", "H", "H", "H", "H", "H", "H"],
  "coordinates": [[-0.271, 0.391, 0.417], [1.068, -0.838, -1.467], [-1.747, -2.051, -1.139], [-0.832, 2.855, 2.004], [1.993, 1.927, 2.038], [3.900, 1.222, -1.899], [1.619, -2.188, -4.186], [2.576, -1.295, 2.270], [-0.300, 2.298, 0.613], [0.730, -1.510, 1.016], [-1.574, -0.946, -0.046], [-2.129, 2.333, 2.419], [-0.828, 4.412, 1.716], [2.659, 3.126, 1.303], [-0.997, 1.101, -1.426], [-0.778, 0.039, 2.142], [-3.424, -0.553, 2.685], [1.534, 0.866, 1.015], [3.064, 1.375, 2.991], [0.840, -3.967, 6.624], [0.358, 1.543, 4.034], [-1.137, -3.416, 7.330], [-3.652, 0.111, 4.726], [-0.214, -3.376, 6.550], [-4.715, 1.651, 1.130], [-2.506, 2.686, -2.092], [-2.792, 1.399, -0.135], [-3.022, -0.393, 3.838], [1.385, -1.483, 2.167], [1.101, 3.849, 3.825], [5.268, 1.797, -0.749], [-1.740, -1.011, 4.105], [-0.393, -2.502, 5.364], [3.106, -3.040, -3.411], [-3.552, -2.140, -1.406], [-3.676, 3.352, -1.847], [-2.114, 1.738, -1.212], [3.166, -0.424, -1.178], [4.549, 0.803, -3.617], [-4.420, -1.823, -0.194], [0.648, 2.579, 3.118], [-3.989, 2.018, 0.109], [1.106, -0.419, -3.567], [-1.393, -3.595, -0.236], [-1.571, -1.797, 5.226], [0.091, -3.257, -3.827], [-1.688, 2.983, -3.272], [-0.717, -0.861, 3.159], [-4.435, 3.043, -0.782], [-1.925, -3.618, 1.191], [2.532, 2.560, -1.970], [0.610, -2.449, 4.413], [1.852, -1.942, -6.033], [0.448, -1.626, 3.318], [2.018, 3.659, 4.387], [2.108, 2.630, -2.973], [4.916, 2.216, 0.191], [1.503, -3.047, 4.541], [-3.722, -1.424, -2.210], [-4.641, -2.711, 0.390], [3.712, -1.254, -1.623], [-3.942, -1.087, 0.446], [-1.803, -4.402, -0.843], [-1.830, -2.640, 1.653], [-0.639, 3.010, -2.992], [2.296, 3.529, 0.499], [-5.571, 2.135, 1.351], [2.957, 3.543, -1.748], [5.630, 0.655, -3.572], [4.117, -0.114, -4.020], [4.383, 1.604, -4.339], [3.212, -4.015, -3.890], [0.815, 1.721, 4.866], [-4.339, 0.978, 1.798], [-2.350, -1.886, 5.974], [0.146, -3.680, -2.821], [1.297, 4.655, 3.122], [-1.977, 3.950, -3.675], [0.954, -1.534, -6.501], [-0.304, -3.660, -0.252], [-1.344, -4.325, 1.780], [-2.967, -3.922, 1.229], [-3.726, -3.142, -1.801], [0.093, -0.211, -3.913], [0.326, 4.174, 4.520], [-1.439, 4.948, 2.245], [4.045, -2.510, -3.581], [5.877, 2.560, -1.239], [-3.946, 4.122, -2.556], [1.716, 2.366, -1.282], [2.076, -2.886, -6.533], [1.759, 0.401, -3.851], [3.374, 0.450, 2.880], [-0.834, -2.687, -3.932], [-5.370, -1.413, -0.535], [2.676, -1.260, -6.256], [2.980, -3.210, -2.340], [-5.362, 3.563, -0.591], [-1.830, 2.220, -4.037], [3.296, -0.486, -0.097], [0.039, -4.091, -4.528], [5.942, 0.971, -0.508]],
  "mulliken_charge": [0.0266, 0.1060, 0.9034, 0.4518, 1.0255, 0.5562, 0.4782, -0.8282, -0.8289, -0.0886, -0.9245, -0.7367, -0.5756, -0.5794, -0.2642, 1.2742, -0.5396, -0.3628, -0.6976, -0.5739, -0.4062, -0.5763, -0.5664, 1.0274, -0.0248, 0.1598, 0.2207, 0.8565, -0.6609, -1.6040, -1.1982, -0.1041, -1.0318, -0.9891, -0.7337, -0.5380, -0.1463, -0.5357, -1.0936, -0.9953, 1.0119, 0.6830, -0.8447, -0.4059, -0.3120, -0.9415, -0.7578, 0.4720, -1.2528, -1.2809, -0.2276, -0.5647, -1.1718, 0.8659, 0.5788, 0.4615, 0.2622, 0.7348, 0.4418, 0.2957, 0.7173, 0.1352, 0.9378, 0.1785, 0.1956, 0.3270, 0.2916, 0.6770, 0.3993, 0.0955, 0.4152, 0.5115, 0.3738, 0.0493, 0.6950, 0.1420, 0.4039, 0.3869, 0.3604, 0.1800, 0.4934, 0.3365, 0.7052, 0.6355, 0.4469, 0.4186, 0.3127, 0.3809, 0.5424, -0.8804, 0.3796, 0.7077, 0.5257, 0.2183, 0.4307, 0.3805, 0.3797, 0.5411, 0.2807, 0.4641, 0.5227, 0.3749],
  "e_homo_ev": -16.93,
  "orbital_gap_ha": 0.249,
  "relative_energy_kj_mol": 169.0,
  "total_charge": 3,
  "multiplicity": 1
}